38
Properties=species:S:1:pos:R:3:forces:R:3 method="wB97M-V/def2-TZVPD" gap_ev="5.3 / 5.4" total_charge=+4 multiplicity=5 s2=6.0568 largest_force_ha_per_bohr=0.16294 lumo_energy_ev="-15.1 / -16.9" homo_ev="-20.3 / -22.2"
I -2.496 3.203 -1.672 -1.8 -0.8 0.7
I -4.439 1.658 -0.497 1.2 1.3 -1.0
Ga -0.415 -0.478 0.619 1.9 0.9 0.2
Rh 1.848 0.021 -0.317 -3.5 3.0 -1.5
S -0.185 0.291 -1.853 1.2 -0.8 0.5
C 2.558 -1.412 -1.197 4.1 -6.0 -2.8
C 3.041 -0.099 1.084 4.0 -0.9 4.7
C -0.489 -0.859 -3.278 -0.2 0.1 -1.5
C -1.895 -0.500 -3.751 -0.3 0.1 0.8
C -0.448 -2.256 -2.720 -0.5 -0.1 0.8
C 0.545 -0.693 -4.390 0.5 0.8 0.3
C -1.628 0.059 2.181 -3.6 0.1 3.5
C -1.747 -1.846 0.431 -5.7 -6.2 -0.4
O 3.756 -0.169 1.990 -2.7 0.3 -3.4
O 3.106 -2.322 -1.676 -2.6 4.0 1.9
O -2.416 0.103 3.017 2.9 0.1 -2.7
O -2.476 -2.772 0.471 4.1 4.8 -0.1
H -2.206 -1.195 -4.544 0.1 0.3 0.2
H -1.926 0.533 -4.103 -0.1 -0.1 -0.3
H -2.584 -0.586 -2.884 0.1 -0.1 -0.6
H -0.794 -2.946 -3.499 0.0 0.1 0.1
H -1.127 -2.318 -1.856 0.1 -0.4 -0.3
H 0.548 -2.519 -2.423 0.4 -0.4 0.1
H 0.325 -1.370 -5.225 -0.2 0.1 0.2
H 1.547 -0.950 -4.017 -0.2 0.2 -0.2
H 0.536 0.344 -4.777 0.1 -0.5 0.1
Se 0.546 2.036 0.575 0.3 0.3 1.3
C 0.856 2.309 2.494 0.5 -0.6 -1.4
C 0.981 1.211 3.354 0.3 0.4 1.5
C 1.345 1.437 4.688 -0.6 -2.1 -1.6
C 1.610 2.735 5.135 0.0 1.1 0.0
C 1.475 3.830 4.260 -0.2 0.8 -1.2
C 1.120 3.639 2.918 0.4 0.1 2.0
H 0.846 0.208 2.979 0.0 -0.2 0.2
H 1.442 0.582 5.360 0.0 0.3 -0.1
H 1.923 2.897 6.155 0.0 0.1 0.2
H 1.675 4.834 4.651 0.0 -0.3 -0.3
H 1.108 4.443 2.206 -0.1 0.4 0.0

---

59
Properties=species:S:1:pos:R:3:forces:R:3 method="wB97M-V/def2-TZVPD" gap_ev=9.0 smiles="O=C1CC[C@H](C(=O)N2CCc3ccccc3C2)CN1CCCN1CCOCC1" largest_force_ha_per_bohr=0.01002 lumo_energy_ev=0.5 homo_ev=-8.5
O -2.922 -2.516 -1.310 -0.3 -0.3 -0.1
C -2.208 -1.549 -1.114 0.1 0.3 -0.3
N -1.735 -1.190 0.092 0.3 -0.2 0.1
C -0.996 0.036 0.231 0.3 0.4 -0.1
C 0.200 0.102 -0.738 0.0 -0.2 0.4
C 1.368 -0.680 -0.130 -0.3 0.3 -0.2
O 1.200 -1.438 0.809 -0.2 -0.2 0.2
N 2.585 -0.519 -0.695 0.5 -0.2 0.0
C 2.973 0.446 -1.694 0.0 0.5 -0.1
H 3.638 -0.056 -2.407 -0.1 0.0 0.0
C 3.727 1.592 -1.017 -0.1 -0.1 -0.1
C 4.860 1.053 -0.186 0.0 0.0 0.0
C 5.925 1.874 0.165 0.0 0.0 0.0
C 6.967 1.392 0.933 0.0 0.1 0.0
C 6.956 0.073 1.358 0.0 -0.1 0.0
C 5.900 -0.749 1.014 0.0 0.0 0.0
C 4.845 -0.270 0.247 0.0 0.1 0.0
C 3.722 -1.205 -0.116 0.0 -0.4 0.2
H 4.093 -1.955 -0.830 0.0 0.0 0.1
H 3.366 -1.734 0.773 0.1 0.1 -0.2
H 5.885 -1.778 1.344 0.0 -0.1 0.1
H 7.767 -0.311 1.957 0.1 0.0 0.1
H 7.788 2.042 1.199 0.1 0.1 0.0
H 5.930 2.900 -0.172 0.0 0.1 0.0
H 3.038 2.143 -0.368 -0.1 0.0 -0.1
H 4.108 2.288 -1.766 0.0 0.0 0.0
H 2.111 0.820 -2.241 0.0 -0.1 0.0
C -0.192 -0.494 -2.105 0.0 0.2 -0.1
C -1.709 -0.645 -2.228 0.0 -0.2 -0.1
H -1.974 -1.094 -3.185 -0.1 0.0 0.1
H -2.195 0.329 -2.156 0.0 0.1 0.0
H 0.174 0.130 -2.924 0.1 -0.1 0.0
H 0.260 -1.482 -2.216 0.0 0.0 -0.1
H 0.485 1.153 -0.839 0.0 0.0 0.0
H -1.661 0.889 0.052 0.1 0.0 0.1
H -0.627 0.095 1.256 -0.1 0.0 -0.1
C -1.997 -1.996 1.259 -0.2 -0.2 0.4
C -3.015 -1.356 2.206 -0.1 -0.1 -0.3
C -4.318 -1.008 1.482 0.1 0.0 0.2
N -4.222 0.268 0.785 -0.1 0.1 0.0
C -5.111 0.344 -0.363 0.1 0.3 -0.2
C -4.893 1.674 -1.082 -0.1 -0.4 -0.1
H -5.593 1.783 -1.912 0.1 -0.1 0.0
O -5.114 2.774 -0.231 -0.1 0.1 0.0
C -4.277 2.698 0.898 0.1 -0.1 0.4
C -4.488 1.393 1.664 0.1 0.3 -0.2
H -3.805 1.360 2.516 0.0 0.0 0.0
H -5.526 1.367 2.046 0.1 0.0 0.0
H -4.525 3.558 1.522 0.1 -0.1 0.0
H -3.223 2.768 0.586 -0.1 0.0 0.0
H -3.863 1.714 -1.471 -0.1 0.0 0.0
H -4.881 -0.480 -1.042 -0.1 0.0 0.0
H -6.170 0.273 -0.060 0.0 0.0 0.0
H -4.519 -1.784 0.741 -0.1 0.0 0.0
H -5.157 -0.998 2.199 0.0 0.0 -0.1
H -2.592 -0.457 2.655 0.0 0.0 0.1
H -3.225 -2.065 3.008 0.1 0.0 0.1
H -1.048 -2.170 1.776 -0.1 0.0 -0.1
H -2.387 -2.949 0.894 0.1 0.1 0.1